{
  "formula": "C27H50F3GaN3OS3Sb",
  "method": "wB97M-V/def2-TZVPD",
  "gap_ev": 6.8,
  "relative_energy_kj_mol": 258.38,
  "largest_force_ev_per_a": 1.273,
  "e_lumo_ev": -6.59,
  "total_charge": 2,
  "homo_energy_ev": -13.4022,
  "species": ["Ga", "F", "C", "F", "F", "C", "C", "C", "C", "N", "C", "S", "H", "H", "H", "C", "C", "C", "C", "Sb", "C", "C", "C", "C", "C", "C", "C", "C", "H", "H", "H", "H", "H", "H", "H", "H", "H", "H", "H", "H", "H", "H", "H", "H", "H", "H", "H", "H", "H", "H", "H", "H", "H", "H", "H", "C", "N", "C", "C", "S", "N", "C", "C", "H", "H", "H", "H", "H", "H", "H", "H", "H", "H", "H", "H", "O", "S", "C", "C", "C", "C", "H", "H", "H", "H", "H", "H", "H", "H"],
  "positions_angstrom": [[-0.082516, 0.008195, 0.276376], [-1.515991, -1.514104, -5.650307], [-1.469803, -1.593387, -4.325099], [-0.292660, -2.185389, -4.013504], [-2.429453, -2.434154, -3.928777], [-1.555712, -0.241493, -3.665965], [-1.714840, 0.921629, -4.401792], [-1.654824, 2.149849, -3.749407], [-1.358451, 2.158832, -2.400172], [-1.222147, 1.048066, -1.681301], [-1.371674, -0.142115, -2.277396], [-1.335151, -1.465279, -1.178978], [-1.870128, 0.872551, -5.468817], [-1.791584, 3.073183, -4.289226], [-1.231786, 3.087543, -1.856281], [3.590725, -4.238366, -0.235604], [2.542559, -3.253323, -0.705888], [1.392610, -3.960782, -1.384435], [3.132293, -2.189628, -1.607912], [1.680547, -2.100167, 1.103490], [0.299780, -3.497686, 2.303890], [-0.023918, -2.895804, 3.656484], [-0.969631, -3.611871, 1.482045], [1.020805, -4.824603, 2.437274], [3.352393, -1.086659, 2.293826], [4.612692, -1.923753, 2.273812], [2.843308, -0.930183, 3.713049], [3.565000, 0.245275, 1.597806], [3.917165, -4.822311, -1.095838], [3.201210, -4.939661, 0.496914], [4.470979, -3.750482, 0.170941], [1.759889, -4.439946, -2.291832], [0.608574, -3.267578, -1.685443], [0.967267, -4.740349, -0.756220], [3.551136, -2.662619, -2.496687], [3.936810, -1.636682, -1.120712], [2.362764, -1.488782, -1.944595], [-0.356650, -1.866636, 3.541418], [0.816463, -2.948015, 4.344962], [-0.847870, -3.460224, 4.093055], [-1.487497, -2.650362, 1.431270], [-1.640083, -4.322816, 1.962920], [-0.787858, -3.967178, 0.470057], [1.992931, -4.713794, 2.921014], [1.150143, -5.307252, 1.469559], [0.417386, -5.489811, 3.056843], [4.435115, -2.928249, 2.654538], [5.355818, -1.453968, 2.919585], [5.043758, -1.982958, 1.276976], [2.877008, -1.884005, 4.239253], [1.824261, -0.551484, 3.723584], [3.479208, -0.230689, 4.257599], [3.998496, 0.100669, 0.608486], [4.252051, 0.873281, 2.166672], [2.619965, 0.787968, 1.478158], [-3.435741, 4.200384, 0.578825], [-2.384177, 3.257814, 0.925815], [-2.887023, 1.906192, 1.002929], [-1.096119, 3.617800, 1.014218], [0.232122, 2.565505, 0.665385], [-0.782217, 4.866576, 1.382394], [-1.577073, 5.627827, 2.326827], [0.469042, 5.497823, 1.025404], [-4.000592, 3.778764, -0.255559], [-3.021443, 5.154970, 0.271260], [-4.127299, 4.350187, 1.409011], [-3.636339, 1.856697, 1.796853], [-2.098472, 1.186430, 1.213536], [-3.367879, 1.628970, 0.063234], [-2.372240, 5.016040, 2.742394], [-2.000696, 6.525817, 1.875406], [-0.930943, 5.949063, 3.145819], [0.935558, 4.960333, 0.204340], [1.161286, 5.525317, 1.867257], [0.261169, 6.521765, 0.714797], [-0.197228, 0.230767, 2.568634], [-0.695311, 1.387579, 3.445421], [-0.862134, 0.685302, 5.135081], [-0.181606, 1.679463, 6.056196], [1.118982, 2.065648, 5.364603], [0.765564, 2.398497, 3.925449], [-0.374782, -0.286918, 5.139548], [-1.922876, 0.560985, 5.334205], [0.013720, 1.232319, 7.028544], [-0.821246, 2.552157, 6.198322], [1.810679, 1.225101, 5.394644], [1.596577, 2.912413, 5.853749], [1.574700, 2.221346, 3.222183], [0.422558, 3.426885, 3.825451]],
  "forces_ev_per_angstrom": [[-0.39, -0.17, 0.25], [-0.13, 0.20, -0.17], [0.22, -0.32, -0.08], [0.05, 0.08, 0.05], [-0.20, 0.08, 0.12], [0.06, 0.02, 0.18], [0.06, -0.05, 0.30], [0.02, -0.09, 0.03], [-0.06, 0.21, -0.17], [0.18, -0.30, -0.11], [-0.19, 0.54, -0.53], [0.37, 0.04, 1.22], [-0.01, -0.04, -0.08], [0.01, 0.06, -0.02], [0.09, 0.03, -0.03], [0.05, 0.04, 0.23], [-0.30, 0.46, 0.50], [-0.25, 0.06, 0.05], [-0.09, 0.29, 0.07], [0.18, 0.32, -0.15], [0.41, 0.41, -0.30], [0.12, 0.19, -0.08], [0.06, 0.20, -0.20], [0.13, 0.06, -0.15], [-0.55, -0.39, -0.35], [0.00, -0.12, -0.12], [-0.16, -0.08, -0.03], [-0.30, 0.01, -0.19], [0.01, -0.06, -0.16], [0.00, -0.10, 0.09], [0.07, 0.02, 0.07], [0.13, -0.08, -0.10], [-0.03, -0.07, -0.01], [-0.07, -0.09, 0.01], [0.04, -0.09, -0.08], [0.02, 0.04, -0.03], [0.08, 0.02, -0.03], [0.01, 0.03, 0.12], [0.05, 0.07, 0.04], [-0.07, -0.16, 0.06], [-0.07, -0.07, -0.01], [-0.09, -0.10, 0.10], [-0.02, -0.02, -0.08], [0.01, -0.07, 0.01], [0.07, -0.07, 0.01], [-0.07, -0.06, 0.06], [0.08, -0.08, 0.00], [0.08, 0.07, 0.08], [0.05, -0.06, -0.05], [-0.07, 0.01, 0.07], [-0.10, 0.08, 0.12], [0.15, 0.07, 0.03], [0.00, 0.07, -0.08], [0.07, 0.00, 0.12], [0.13, 0.09, 0.08], [-0.29, 0.31, -0.04], [0.34, 0.20, 0.05], [-0.08, -0.47, -0.09], [-0.26, -0.47, -0.15], [0.60, -0.58, -0.13], [-0.25, -0.25, -0.21], [-0.32, 0.20, 0.28], [0.44, 0.10, -0.25], [0.04, 0.05, 0.03], [0.01, -0.01, 0.00], [0.00, 0.05, 0.00], [0.06, -0.06, 0.00], [-0.16, 0.17, 0.04], [0.06, -0.01, 0.01], [-0.01, 0.03, -0.01], [-0.04, -0.04, -0.04], [0.06, -0.03, -0.02], [0.01, 0.14, 0.02], [0.01, -0.04, 0.07], [0.01, 0.01, 0.01], [-0.16, -0.56, -0.62], [0.52, 0.01, 0.57], [-0.28, 0.15, -0.24], [0.12, 0.03, 0.03], [-0.08, 0.00, 0.12], [-0.10, -0.06, 0.12], [0.10, -0.04, -0.16], [-0.06, -0.08, 0.00], [-0.15, 0.00, 0.07], [0.03, 0.04, 0.09], [0.06, -0.03, 0.01], [0.06, 0.01, -0.02], [-0.16, -0.05, -0.16], [0.04, 0.12, -0.07]],
  "lowdin_charge": [0.40, 0.17, -0.61, 0.12, 0.15, -0.09, 0.04, -0.01, -0.12, -0.06, -0.67, 0.76, 0.14, 0.12, 0.10, -0.09, -0.65, -0.12, -0.11, 1.66, -0.64, -0.11, -0.13, -0.10, -0.66, -0.10, -0.12, -0.12, 0.11, 0.07, 0.07, 0.11, 0.02, 0.07, 0.10, 0.07, 0.08, 0.04, 0.08, 0.10, 0.05, 0.11, 0.06, 0.09, 0.07, 0.10, 0.09, 0.10, 0.07, 0.09, 0.04, 0.10, 0.08, 0.10, 0.02, -0.02, -0.18, -0.07, -0.66, 0.76, -0.21, -0.03, -0.06, 0.11, 0.10, 0.11, 0.11, 0.00, 0.10, 0.09, 0.11, 0.10, 0.06, 0.10, 0.11, -0.71, 0.98, -0.27, -0.21, -0.21, -0.30, 0.09, 0.10, 0.13, 0.12, 0.10, 0.13, 0.07, 0.08]
}